1.
{"formula": "C6H40N2O13", "method": "the ωB97M-V functional and the def2-TZVPD basis", "e_tot_ev": -36464.43903, "de_lowest_kj_mol": 586.3, "homo_energy_ev": -9.018, "species": ["C", "N", "C", "C", "C", "C", "C", "N", "H", "H", "H", "H", "H", "H", "H", "H", "H", "H", "H", "H", "H", "H", "H", "H", "O", "H", "H", "O", "H", "H", "O", "H", "H", "O", "H", "H", "O", "H", "H", "O", "H", "H", "O", "H", "H", "O", "H", "H", "O", "H", "H", "O", "H", "H", "O", "H", "H", "O", "H", "H", "O"], "positions_angstrom": [[0.546555, -0.920610, 2.010276], [1.107282, 0.056475, 1.011400], [0.498964, -0.044539, -0.432086], [1.395161, 0.842188, -1.413711], [1.007237, 2.213706, -1.132822], [1.455131, 3.133452, -1.952579], [0.916997, -2.374722, 2.040588], [0.059561, -3.345284, 1.328917], [0.919967, -0.441756, 2.995994], [-0.592533, -0.794488, 2.018858], [2.051707, -0.172653, 0.916713], [-0.609202, 0.477745, -0.525432], [0.377492, -1.024021, -0.816946], [1.224286, 0.595692, -2.483377], [2.462303, 0.704262, -1.262434], [0.423679, 2.487348, -0.322260], [1.286198, 4.205665, -2.157156], [2.287505, 2.913327, -2.695821], [0.984738, -2.788325, 3.075185], [1.849853, -2.382813, 1.533413], [-0.272591, -2.920425, 0.462961], [-0.844456, -3.228290, 1.833171], [-1.212132, -2.159604, -1.561502], [-1.954387, -1.081454, -2.205911], [-1.556991, -1.931870, -2.460009], [3.564123, -2.606733, -1.549715], [2.506894, -2.447817, -0.351328], [3.469946, -2.475145, -0.582720], [0.134424, 2.924138, 2.268173], [0.085535, 1.425237, 2.167723], [-0.326984, 2.139897, 2.653448], [-2.786563, 2.013988, -2.802117], [-1.915383, 3.049629, -1.891390], [-2.027370, 2.527504, -2.647752], [-3.686135, 2.845479, 0.683944], [-2.381213, 3.454243, 1.232201], [-2.826545, 2.737751, 0.712216], [2.942446, 2.432457, 1.623030], [1.815844, 1.667574, 2.313276], [2.123059, 2.539323, 2.145915], [-2.425204, -2.013217, 0.144093], [-3.290769, -3.199291, -0.220789], [-2.403058, -2.965530, -0.156982], [-2.344238, 1.409998, 2.456435], [-1.549073, 0.971731, 3.643280], [-2.477486, 0.709580, 3.261109], [3.731413, -1.160657, 3.041802], [4.430181, -0.908914, 1.709188], [3.713687, -1.293339, 2.106033], [-2.005160, 1.059511, -1.532129], [-3.233816, 0.633661, -0.612856], [-2.558035, 0.399404, -1.214007], [-3.401100, -0.718025, 2.069171], [-2.510054, 0.056234, 1.355821], [-3.211888, -0.531294, 1.178734], [2.017582, -3.458656, -3.031647], [0.650279, -3.636960, -2.547694], [1.466475, -3.297724, -2.257553], [0.309317, 1.970084, -4.599082], [-0.056111, 0.609695, -4.175685], [0.642654, 1.117176, -4.397572]], "forces_ev_per_angstrom": [[-1.34, 2.57, 1.87], [-3.55, -1.16, -1.71], [-0.45, 2.96, 0.39], [-1.08, -2.50, 1.21], [1.21, 1.52, -1.75], [2.27, 1.96, -2.56], [-0.10, -1.08, -0.56], [-1.75, 1.36, 0.81], [-0.72, -0.91, -1.06], [1.41, -0.10, 0.02], [1.98, -0.40, -0.25], [3.04, -1.58, 1.05], [0.18, -1.23, -0.04], [-0.09, 0.09, 0.94], [0.21, -0.32, 0.32], [-1.43, 0.15, 1.44], [-0.64, -0.45, 1.34], [-1.27, -0.59, 0.71], [0.34, 0.68, -0.68], [1.25, -0.55, 0.21], [0.60, -0.31, -0.33], [0.53, -0.86, -0.27], [-0.53, -0.42, -1.32], [-0.30, -0.16, -0.40], [0.84, 0.49, 0.91], [-0.64, 0.13, 1.14], [1.33, -0.31, -0.96], [-0.33, 0.33, -0.06], [-0.29, -0.82, 0.69], [0.17, -0.64, -0.70], [-0.22, 1.56, -0.27], [-1.82, -0.28, 0.51], [-0.75, 0.86, 1.78], [2.57, -0.06, -2.71], [-6.79, 1.25, 0.09], [-0.98, -0.97, -0.68], [7.80, -0.30, 0.67], [-0.72, 0.11, 0.36], [-0.13, -1.29, -0.02], [1.76, 1.63, -0.48], [-0.39, -1.21, -0.18], [-2.36, -0.65, -0.33], [2.36, 1.78, 1.09], [-0.96, -2.04, 2.71], [-2.53, -0.93, -0.43], [3.32, 3.46, -1.50], [0.35, 0.25, 0.77], [2.97, 1.42, -1.34], [-3.11, -1.51, 0.66], [1.07, 2.43, -0.48], [-0.73, 0.77, 0.97], [-0.75, -3.53, -0.58], [-0.93, -0.75, 1.98], [1.51, 1.12, -0.30], [-0.89, -0.89, -2.17], [0.18, 0.11, 0.09], [-2.01, -0.55, -0.34], [1.48, 0.41, 0.04], [-0.53, 1.18, -0.17], [-3.72, -2.66, 1.10], [4.09, 1.42, -1.24]]}


2.
{"formula": "C4H6ClN3", "method": "the ωB97M-V functional and the def2-TZVPD basis", "e_tot_ev": -21237.89854, "de_lowest_kj_mol": 97.0, "homo_energy_ev": -9.514, "smiles": "Nc1ncccn1.Cl", "species": ["C", "C", "C", "C", "N", "N", "N", "Cl", "H", "H", "H", "H", "H", "H"], "positions_angstrom": [[0.357060, 1.442794, 0.172428], [1.883195, -0.299526, -0.414741], [1.628220, 1.090182, -0.151610], [-0.252311, -0.713348, 0.137156], [-0.580967, 0.570480, 0.391501], [0.920379, -1.196042, -0.300561], [-1.144734, -1.799094, 0.279487], [-3.365734, 0.514640, 0.400371], [0.358779, 2.508378, 0.230131], [2.833996, -0.751930, -0.757102], [-2.061493, 0.854688, 0.504995], [2.295102, 1.898562, -0.312751], [-2.072102, -1.550048, 0.234156], [-0.799394, -2.569737, -0.413465]], "forces_ev_per_angstrom": [[2.47, 0.50, -0.14], [0.21, 0.76, -0.03], [0.88, -2.37, -0.94], [-1.25, -2.08, -0.05], [-0.91, -1.57, 0.06], [0.76, 1.37, 0.20], [3.77, -0.44, -1.65], [-1.19, 0.20, 0.01], [-1.78, 0.69, 0.52], [-0.38, 0.84, 0.26], [0.29, -0.35, -0.01], [0.97, 0.12, -0.14], [-2.66, 0.43, -0.10], [-1.17, 1.90, 2.02]]}


3.
{"formula": "C2H5NO", "method": "the ωB97M-V functional and the def2-TZVPD basis", "e_tot_ev": -5689.40422, "de_lowest_kj_mol": 369.1, "homo_energy_ev": -10.155, "smiles": "C[C@@H]1NO1", "species": ["C", "C", "N", "O", "H", "H", "H", "H", "H"], "positions_angstrom": [[0.426457, -0.079679, -0.456240], [-0.958607, 0.216493, 0.065789], [1.471162, -0.623605, 0.226788], [1.470292, 0.751494, -0.199025], [0.333421, -0.310041, -1.578249], [-1.824638, 0.352827, -0.617142], [-0.794556, 1.027742, 0.670915], [-1.256188, -0.685121, 0.733910], [1.132657, -0.650112, 1.153251]], "forces_ev_per_angstrom": [[-3.44, 0.01, -5.95], [-0.62, -3.51, 0.82], [1.41, -2.18, -0.08], [0.80, 1.87, 0.86], [0.57, -0.18, 1.50], [1.16, 0.06, 0.02], [-0.32, 2.20, 1.74], [0.31, 1.46, -0.88], [0.12, 0.27, 1.98]]}